Entry 1:
# C21H18ClFN4O4

An isolated molecule of C21H18ClFN4O4 at a distorted geometry (wB97M-V/def2-TZVPD, OMol25).

Values from the calculation:
- E_tot (a.u.) = -1891.094663
- E_LUMO (Eh) = 0.0074
- molar mass (g mol⁻¹) = 444.8
- Kohn-Sham gap (eV) = 8.2
- structure (SMILES) = NC(=O)c1nc(-c2c(F)cccc2Cl)oc1Nc1ccc(C(=O)N2CCOCC2)cc1
- energy relative to the best compared isomer or geometry (same formula, charge and spin) (kcal per mole) = 4.14

Geometry as ORCA input:
```
! wB97M-V def2-TZVPD RIJCOSX def2/J DEFGRID3
* xyz 0 1
O 4.221 2.578 -1.450
O -3.758 0.933 -3.749
F 4.163 1.575 4.808
Cl 1.123 -1.818 2.484
N 4.081 0.885 1.843
O 1.829 1.026 1.636
O -4.532 -3.204 -3.168
C 4.638 2.150 -0.403
C -3.316 0.389 -2.748
C 2.909 0.635 2.425
C 3.760 1.530 0.647
C 2.399 1.582 0.491
C 2.554 -1.412 6.209
C 3.294 -0.263 6.092
C 1.833 -1.880 5.112
C -1.869 0.990 -0.751
C -0.935 1.206 -2.987
C -0.647 1.448 -0.208
C 0.277 1.679 -2.426
C 3.442 0.411 4.853
C 1.936 -1.186 3.875
C -2.021 0.841 -2.163
C 2.793 -0.070 3.727
C 0.440 1.787 -1.046
N 5.982 2.118 -0.292
N 1.684 2.143 -0.594
N -4.074 -0.606 -2.129
C -5.239 -2.058 -3.743
C -3.297 -2.838 -2.564
C -5.407 -0.967 -2.669
C -3.379 -1.726 -1.507
H 2.526 -1.955 7.152
H 3.747 0.104 6.987
H 1.175 -2.737 5.239
H -2.636 0.767 -0.066
H -0.986 1.149 -4.075
H -0.552 1.523 0.858
H 1.119 1.873 -3.056
H 6.504 2.635 -0.974
H 6.397 1.661 0.540
H 2.369 2.492 -1.294
H -4.661 -1.600 -4.571
H -6.202 -2.386 -4.139
H -2.849 -3.764 -2.153
H -2.600 -2.523 -3.325
H -5.961 -0.112 -3.077
H -6.025 -1.384 -1.846
H -3.865 -2.118 -0.635
H -2.380 -1.506 -1.173
*
```

Entry 2:
# C12H42O15

A cluster of 9 separate species, C12H42O15 in total at a distorted geometry (wB97M-V/def2-TZVPD, OMol25).

Values from the calculation:
- E_tot (a.u.) = -1610.794600
- E_LUMO (Eh) = -0.0043
- molar mass (g mol⁻¹) = 426.5
- Kohn-Sham gap (eV) = 9.6
- structure (SMILES) = OCCO.OCCO.OCCO.OCCO.OCCO.OCCO.O.O.O
- energy relative to the best compared isomer or geometry (same formula, charge and spin) (kcal per mole) = 83.39

Geometry as ORCA input:
```
! wB97M-V def2-TZVPD RIJCOSX def2/J DEFGRID3
* xyz 0 1
O -2.815 -2.163 1.052
H -2.593 -1.288 1.261
H -2.319 -2.716 1.622
O 1.112 0.094 3.702
H 0.796 -0.671 3.237
H 1.845 0.509 3.222
O -0.028 2.655 0.273
H -0.224 2.255 1.158
H -0.562 3.412 0.027
C 1.238 -1.889 0.796
C 0.116 -1.015 0.128
O 0.380 -1.038 -1.236
O 0.925 -2.209 2.078
H 2.175 -1.392 0.867
H 1.498 -2.858 0.256
H -0.012 -0.022 0.450
H -0.905 -1.519 0.212
H 1.227 -0.614 -1.332
H 0.309 -2.884 1.892
C -1.632 -1.673 -3.745
C -1.750 -0.227 -4.219
O -1.408 -0.169 -5.553
O -2.175 -1.820 -2.471
H -0.625 -2.039 -3.775
H -2.126 -2.282 -4.522
H -1.214 0.519 -3.580
H -2.793 0.149 -4.210
H -2.255 -0.234 -6.035
H -1.436 -1.937 -1.905
C -2.965 0.837 -0.892
C -3.075 1.453 0.527
O -2.577 0.535 1.415
O -3.411 1.878 -1.794
H -3.471 -0.110 -0.995
H -1.965 0.636 -1.209
H -4.124 1.744 0.765
H -2.616 2.450 0.552
H -2.504 1.079 2.221
H -2.657 2.403 -2.125
C 1.784 1.953 -2.781
C 3.061 1.759 -3.657
O 2.806 2.439 -4.824
O 1.845 1.309 -1.525
H 0.851 1.624 -3.260
H 1.714 3.014 -2.583
H 3.281 0.759 -3.984
H 3.937 2.197 -3.245
H 1.886 2.301 -5.155
H 1.065 1.462 -1.073
C -0.949 -3.266 4.083
C -1.986 -2.124 4.132
O -1.488 -1.076 4.915
O -1.082 -3.839 2.813
H -1.167 -3.869 4.947
H 0.150 -2.952 4.166
H -3.014 -2.363 4.453
H -1.967 -1.772 3.082
H -2.040 -0.261 4.770
H -1.686 -4.534 3.034
C 4.163 1.363 0.973
C 3.384 2.333 1.832
O 3.219 1.623 2.998
O 4.291 1.668 -0.425
H 3.672 0.332 0.938
H 5.238 1.207 1.362
H 2.403 2.338 1.331
H 3.783 3.331 1.909
H 3.990 1.724 3.507
H 3.447 1.506 -0.862
*
```

Entry 3:
# C9H8CdNO5P

A structure of composition C9H8CdNO5P at a distorted geometry (wB97M-V/def2-TZVPD, OMol25).

Values from the calculation:
- E_tot (a.u.) = -1287.192610
- E_LUMO (Eh) = -0.4529
- molar mass (g mol⁻¹) = 353.6
- Kohn-Sham gap (eV) = 4.1

Geometry as ORCA input:
```
! wB97M-V def2-TZVPD RIJCOSX def2/J DEFGRID3
* xyz 2 1
O -0.913 -0.513 4.153
C -0.697 -0.142 3.052
N -0.539 1.315 2.712
C -0.473 1.397 1.280
O -0.550 2.536 0.766
C -0.482 0.100 0.715
C -0.407 -0.313 -0.630
C -0.245 0.641 -1.768
P 1.535 0.612 -2.214
O 2.121 -0.688 -1.861
O 1.639 0.992 -3.739
O 2.148 1.828 -1.419
C -0.441 -1.685 -0.854
C -0.549 -2.596 0.188
C -0.628 -2.189 1.530
C -0.597 -0.852 1.763
H 0.275 1.720 3.181
H -0.858 0.343 -2.612
H -0.482 1.649 -1.441
H 1.255 0.291 -4.284
H 2.991 1.548 -1.031
H -0.377 -2.057 -1.864
H -0.562 -3.651 -0.038
H -0.715 -2.890 2.346
Cd -2.446 2.601 2.068
*
```

Question: What is the formula in the first record?
Answer: C21H18ClFN4O4

Repeat the second record exactly.
# C12H42O15

A cluster of 9 separate species, C12H42O15 in total at a distorted geometry (wB97M-V/def2-TZVPD, OMol25).

Values from the calculation:
- E_tot (a.u.) = -1610.794600
- E_LUMO (Eh) = -0.0043
- molar mass (g mol⁻¹) = 426.5
- Kohn-Sham gap (eV) = 9.6
- structure (SMILES) = OCCO.OCCO.OCCO.OCCO.OCCO.OCCO.O.O.O
- energy relative to the best compared isomer or geometry (same formula, charge and spin) (kcal per mole) = 83.39

Geometry as ORCA input:
```
! wB97M-V def2-TZVPD RIJCOSX def2/J DEFGRID3
* xyz 0 1
O -2.815 -2.163 1.052
H -2.593 -1.288 1.261
H -2.319 -2.716 1.622
O 1.112 0.094 3.702
H 0.796 -0.671 3.237
H 1.845 0.509 3.222
O -0.028 2.655 0.273
H -0.224 2.255 1.158
H -0.562 3.412 0.027
C 1.238 -1.889 0.796
C 0.116 -1.015 0.128
O 0.380 -1.038 -1.236
O 0.925 -2.209 2.078
H 2.175 -1.392 0.867
H 1.498 -2.858 0.256
H -0.012 -0.022 0.450
H -0.905 -1.519 0.212
H 1.227 -0.614 -1.332
H 0.309 -2.884 1.892
C -1.632 -1.673 -3.745
C -1.750 -0.227 -4.219
O -1.408 -0.169 -5.553
O -2.175 -1.820 -2.471
H -0.625 -2.039 -3.775
H -2.126 -2.282 -4.522
H -1.214 0.519 -3.580
H -2.793 0.149 -4.210
H -2.255 -0.234 -6.035
H -1.436 -1.937 -1.905
C -2.965 0.837 -0.892
C -3.075 1.453 0.527
O -2.577 0.535 1.415
O -3.411 1.878 -1.794
H -3.471 -0.110 -0.995
H -1.965 0.636 -1.209
H -4.124 1.744 0.765
H -2.616 2.450 0.552
H -2.504 1.079 2.221
H -2.657 2.403 -2.125
C 1.784 1.953 -2.781
C 3.061 1.759 -3.657
O 2.806 2.439 -4.824
O 1.845 1.309 -1.525
H 0.851 1.624 -3.260
H 1.714 3.014 -2.583
H 3.281 0.759 -3.984
H 3.937 2.197 -3.245
H 1.886 2.301 -5.155
H 1.065 1.462 -1.073
C -0.949 -3.266 4.083
C -1.986 -2.124 4.132
O -1.488 -1.076 4.915
O -1.082 -3.839 2.813
H -1.167 -3.869 4.947
H 0.150 -2.952 4.166
H -3.014 -2.363 4.453
H -1.967 -1.772 3.082
H -2.040 -0.261 4.770
H -1.686 -4.534 3.034
C 4.163 1.363 0.973
C 3.384 2.333 1.832
O 3.219 1.623 2.998
O 4.291 1.668 -0.425
H 3.672 0.332 0.938
H 5.238 1.207 1.362
H 2.403 2.338 1.331
H 3.783 3.331 1.909
H 3.990 1.724 3.507
H 3.447 1.506 -0.862
*
```